Entry 1:
{
  "formula": "C30H57CaCl3GaIKLiO15S",
  "method": "ωB97M-V/def2-TZVPD",
  "lumo_energy_ev": -4.631,
  "total_charge": 0,
  "homo_ev": -5.46,
  "species": ["C", "C", "C", "Ga", "O", "C", "C", "C", "I", "C", "C", "C", "C", "C", "C", "C", "C", "O", "C", "H", "H", "H", "H", "H", "H", "H", "H", "H", "H", "H", "H", "H", "H", "H", "H", "H", "H", "H", "H", "H", "H", "H", "H", "H", "H", "H", "H", "H", "H", "H", "H", "H", "K", "Li", "C", "C", "C", "O", "C", "C", "C", "O", "O", "O", "H", "H", "H", "H", "C", "C", "C", "O", "H", "H", "H", "H", "H", "H", "H", "H", "Cl", "O", "S", "O", "O", "O", "C", "O", "H", "H", "H", "H", "Cl", "C", "C", "Cl", "H", "H", "H", "H", "Ca", "C", "C", "O", "C", "O", "O", "H", "H", "H", "H"],
  "coordinates": [[2.7433, -0.2668, 0.9868], [1.7180, 0.4426, 1.8725], [0.9192, 1.5212, 1.1158], [-0.7174, 0.5573, 0.2347], [-1.5899, -0.3362, 1.6405], [0.0835, -0.7337, -1.1257], [-0.9580, -1.3463, -2.0628], [-0.4538, -2.7011, -2.5854], [0.2816, -2.5634, -4.6061], [-1.8018, 2.0182, -0.6477], [-2.8582, 2.6524, 0.2701], [-4.2360, 2.0368, 0.2149], [-4.6915, 1.6588, -1.1888], [-6.2017, 1.3948, -1.3439], [-6.9648, 1.1779, -0.0541], [-6.5609, -0.0995, 0.6760], [-7.4703, -1.2424, 0.3413], [-7.3999, -2.2764, 1.3159], [-6.6728, -3.3855, 0.8047], [2.4708, -1.2942, 0.8390], [3.7198, -0.2665, 1.4566], [2.8502, 0.2231, 0.0329], [2.1808, 0.8588, 2.7738], [1.0046, -0.3153, 2.1610], [0.5711, 2.3360, 1.7729], [1.5419, 1.8848, 0.3066], [-1.4960, 0.2290, 2.4144], [0.8301, -0.2061, -1.7008], [0.6151, -1.5253, -0.6113], [-0.9875, -0.7120, -2.9300], [-1.9297, -1.4735, -1.6073], [0.3682, -3.0782, -2.0100], [-1.2207, -3.4581, -2.5929], [-2.1730, 1.6515, -1.5976], [-1.0960, 2.8046, -0.8988], [-2.9036, 3.7298, 0.1491], [-2.5252, 2.5078, 1.2915], [-4.2753, 1.2295, 0.9775], [-4.9274, 2.7831, 0.5791], [-4.4224, 2.4545, -1.8749], [-4.1261, 0.7925, -1.5071], [-6.3782, 0.5767, -2.0299], [-6.6202, 2.2721, -1.8231], [-6.9147, 2.0168, 0.6100], [-8.0232, 1.0759, -0.3223], [-5.5334, -0.3729, 0.5043], [-6.6380, 0.1020, 1.7331], [-7.2207, -1.5712, -0.6703], [-8.4912, -0.8189, 0.3431], [-5.8617, -3.0115, 0.1945], [-7.2852, -4.0669, 0.2188], [-6.2220, -3.9061, 1.6335], [-10.1996, -1.7658, -0.2029], [2.2972, 2.3978, 2.8987], [6.2797, 1.0352, -3.9750], [5.0430, 0.5568, -3.7875], [4.0192, 1.3211, -2.9993], [2.9029, 0.8570, -2.8678], [4.4141, 2.5968, -2.4142], [5.6525, 3.0675, -2.6015], [6.6673, 2.3158, -3.4099], [7.7699, 2.8083, -3.5510], [6.0663, 4.2196, -2.0909], [4.6638, -0.6154, -4.2891], [7.0241, 0.4969, -4.5405], [3.6731, 3.1305, -1.8355], [6.9943, 4.3188, -2.3855], [3.7337, -0.7458, -4.0223], [9.7266, -2.6766, -1.6275], [8.3536, -2.3638, -2.2048], [8.2880, -2.6959, -3.6880], [8.0489, -0.9846, -2.0082], [10.4969, -2.0806, -2.1239], [9.7610, -2.4268, -0.5664], [9.9752, -3.7324, -1.7454], [7.5927, -2.9319, -1.6683], [9.0139, -2.0999, -4.2479], [7.3012, -2.4602, -4.0883], [8.4941, -3.7522, -3.8676], [8.7115, -0.4638, -2.4779], [-4.4476, 1.3981, 3.0206], [6.7814, 4.4835, -6.3753], [7.1530, 3.2010, -6.9812], [6.3492, 2.1038, -6.4195], [8.5671, 2.9380, -6.7071], [6.8931, 3.2632, -8.4212], [-4.7809, -2.3735, -2.8971], [-5.9558, -1.7329, -3.4008], [-5.0656, -2.9734, -2.0361], [-4.3447, -3.0252, -3.6573], [-4.0435, -1.6301, -2.5868], [-5.6897, -1.2052, -4.1606], [-0.3596, 2.0933, 7.9783], [0.1149, 0.5609, 7.1415], [1.5946, 0.5087, 6.8466], [2.0993, 1.6851, 5.5963], [-0.4903, 0.4788, 6.2427], [-0.1625, -0.2497, 7.8128], [1.8548, -0.4789, 6.4716], [2.1873, 0.7041, 7.7364], [0.7739, 3.6439, 9.2366], [-3.4894, -2.0599, 5.9105], [-4.5664, -1.0010, 5.8876], [-4.4511, -0.4310, 7.2144], [-3.2183, -0.6563, 7.6598], [-2.7583, -0.1603, 8.6488], [-2.5425, -1.5124, 6.8521], [-3.0305, -2.2128, 4.9368], [-3.8427, -3.0208, 6.2940], [-4.3852, -0.2182, 5.1459], [-5.5591, -1.4077, 5.7239]],
  "forces_ev_per_a": [[0.45, 0.43, 0.61], [-0.66, 0.19, -1.07], [0.72, -0.27, 0.63], [-0.22, 0.38, -0.78], [0.73, -0.06, -0.08], [-0.60, 0.29, 0.77], [1.57, -0.43, -0.15], [-0.53, 0.13, -0.18], [0.04, -0.14, 0.09], [0.26, -0.14, 0.51], [0.56, -0.44, -0.05], [-0.28, -0.18, -0.39], [-0.01, -0.31, 0.27], [0.27, 0.76, 0.08], [-0.09, -0.96, -0.59], [-0.37, 0.56, 0.51], [0.15, 0.75, 0.38], [-0.62, -0.40, -0.83], [0.35, 0.37, 0.31], [-0.15, -0.43, -0.24], [0.36, -0.07, 0.08], [-0.06, 0.08, -0.44], [0.44, -1.33, 0.67], [-0.15, -0.13, 0.96], [-0.34, 0.19, -0.08], [0.01, 0.59, -0.25], [-0.55, -0.03, 0.03], [0.28, 0.22, -0.28], [0.12, -0.32, 0.30], [-0.80, 0.55, -0.20], [-0.37, 0.03, 0.10], [0.44, -0.11, 0.18], [-0.29, -0.29, -0.26], [-0.30, 0.09, -0.25], [0.42, 0.09, -0.20], [-0.13, 0.37, -0.37], [0.01, 0.15, 0.45], [-0.03, 0.37, -1.25], [-0.28, 0.25, 0.37], [0.15, 0.19, -0.25], [0.14, -0.37, -0.19], [-0.05, -0.40, -0.18], [-0.28, 0.28, -0.21], [0.27, 0.46, 0.32], [-0.31, 0.14, -0.02], [0.45, -0.05, -0.13], [0.11, -0.14, 0.51], [-0.30, -0.46, -0.23], [1.07, 0.24, 0.36], [0.31, -0.07, -0.27], [-0.23, -0.13, -0.12], [-0.04, -0.27, 0.33], [-0.82, -0.61, -0.22], [-0.52, 0.36, -0.73], [0.18, 0.05, 0.15], [0.40, 0.00, -0.11], [0.05, 0.40, 0.16], [-0.01, -0.34, -0.10], [-0.11, -0.17, 0.02], [-0.42, 0.09, 0.12], [0.07, -0.47, -0.35], [0.01, 0.20, 0.33], [0.37, 0.05, -0.03], [-0.41, 0.04, 0.20], [-0.02, -0.02, -0.03], [-0.02, 0.03, -0.04], [-0.05, 0.04, -0.06], [-0.01, -0.01, -0.06], [-0.04, -0.04, 0.20], [0.51, 0.18, -0.41], [-0.21, -0.04, -0.04], [-0.20, -0.02, 0.24], [-0.02, -0.05, -0.10], [-0.04, -0.03, 0.01], [0.03, 0.00, -0.02], [-0.09, 0.14, 0.05], [0.09, -0.04, 0.06], [-0.03, -0.03, 0.04], [0.02, 0.00, -0.02], [-0.05, -0.02, 0.00], [-0.16, -0.30, 1.86], [0.06, 0.10, -0.05], [0.31, 0.14, 0.07], [-0.12, -0.14, -0.31], [-0.01, -0.03, 0.20], [-0.29, -0.01, -0.05], [0.01, 0.28, -0.25], [-0.06, -0.15, 0.09], [-0.06, 0.00, 0.00], [0.08, -0.06, 0.08], [0.04, -0.09, 0.06], [-0.05, 0.02, 0.08], [-2.01, -2.43, -2.08], [0.31, -0.62, -0.31], [-0.16, -0.20, 0.12], [0.07, 0.29, 0.17], [-0.11, 0.24, 0.04], [-0.09, 0.14, 0.14], [-0.13, -0.02, -0.08], [0.08, 0.10, -0.06], [1.84, 2.55, 2.03], [-0.08, -0.17, -0.20], [-0.01, 0.15, -0.35], [-0.09, -0.20, -0.13], [-0.16, 0.11, 0.07], [0.40, -0.05, -0.09], [-0.06, 0.08, 0.04], [0.19, 0.15, 0.08], [0.05, 0.07, 0.09], [0.02, 0.08, -0.06], [-0.10, 0.05, 0.26]]
}

---

Entry 2:
{
  "formula": "C30H57KN7S3",
  "method": "ωB97M-V/def2-TZVPD",
  "lumo_energy_ev": -2.009,
  "total_charge": 1,
  "homo_ev": -7.92,
  "species": ["K", "C", "C", "C", "C", "C", "C", "C", "C", "C", "C", "H", "H", "H", "H", "H", "H", "H", "H", "H", "H", "H", "H", "H", "H", "H", "C", "C", "S", "C", "C", "S", "C", "C", "S", "H", "H", "H", "H", "H", "H", "H", "H", "H", "H", "H", "H", "N", "C", "C", "C", "N", "C", "C", "N", "C", "H", "H", "H", "H", "H", "H", "H", "H", "H", "H", "H", "H", "H", "H", "H", "H", "C", "N", "C", "C", "N", "H", "H", "H", "H", "H", "H", "C", "C", "C", "C", "N", "N", "C", "H", "H", "H", "H", "H", "H", "H", "H"],
  "coordinates": [[-1.1198, -0.4502, 0.9220], [-3.4225, 0.1724, 1.9517], [-2.9550, 1.4665, 1.6491], [-1.9280, 1.7863, 2.5661], [-1.7451, 0.6739, 3.4246], [-2.6770, -0.3169, 3.0481], [-2.7962, -1.7010, 3.6220], [-0.8272, 0.6123, 4.6153], [-1.3765, 3.1709, 2.7566], [-3.4782, 2.4036, 0.6021], [-4.4074, -0.6375, 1.1593], [-2.5034, -2.4886, 2.9141], [-3.8197, -1.9304, 3.9327], [-2.1626, -1.8228, 4.5024], [-0.0092, 1.3346, 4.5347], [-0.3686, -0.3750, 4.7357], [-1.3431, 0.8319, 5.5553], [-0.9752, 3.6023, 1.8342], [-0.5831, 3.1915, 3.5082], [-2.1489, 3.8611, 3.1151], [-2.6717, 2.7710, -0.0398], [-3.9630, 3.2864, 1.0363], [-4.2139, 1.9213, -0.0469], [-3.9423, -1.2576, 0.3686], [-5.1458, -0.0108, 0.6560], [-4.9548, -1.3346, 1.7973], [5.0080, 1.5178, 0.2498], [4.6449, 0.1961, 0.9245], [2.8966, -0.2275, 1.0591], [2.1929, 1.0122, 2.1705], [1.9842, 2.4251, 1.6228], [1.0599, 2.3940, 0.0671], [1.9443, 3.5759, -0.9740], [3.4683, 3.4810, -1.0951], [4.2147, 1.8462, -1.3552], [6.0862, 1.5289, 0.0895], [4.7826, 2.3531, 0.9079], [5.1032, 0.1730, 1.9153], [5.0712, -0.6397, 0.3656], [2.7667, 1.0367, 3.0984], [1.2171, 0.5837, 2.4190], [2.9280, 2.9417, 1.4704], [1.4142, 2.9923, 2.3587], [1.7062, 4.5906, -0.6474], [1.4785, 3.4481, -1.9537], [3.9555, 3.9244, -0.2282], [3.7705, 4.0895, -1.9481], [1.5809, -2.6179, -1.2141], [1.6129, -2.9644, -2.6428], [0.2007, -3.1674, -3.1942], [-0.6480, -1.9049, -3.3616], [-1.1302, -1.4029, -2.0604], [0.1453, -0.8097, -4.0679], [1.5156, -0.5600, -3.4495], [1.3535, -0.0025, -2.0665], [2.3397, -1.8438, -3.3895], [0.9085, -3.1724, -0.6950], [1.1549, -0.8032, -1.4342], [2.4884, -2.7745, -0.7880], [2.1577, -3.8986, -2.8120], [-0.3326, -3.8925, -2.5692], [0.2959, -3.6312, -4.1800], [-1.4884, -2.1717, -4.0110], [-1.7180, -2.1140, -1.6337], [-1.7196, -0.5867, -2.2037], [-0.4304, 0.1172, -4.0947], [0.3116, -1.1102, -5.1052], [2.0421, 0.1950, -4.0341], [0.5847, 0.6796, -2.0253], [2.2038, 0.4533, -1.7076], [3.3109, -1.6548, -2.9203], [2.5447, -2.1544, -4.4163], [-2.4055, 5.0498, -1.7769], [-2.5296, 3.8735, -2.6406], [-3.3661, 3.9695, -3.8347], [-1.6966, 2.8706, -2.4991], [-0.9476, 1.9938, -2.3634], [-3.4008, 5.3743, -1.4774], [-1.9030, 5.8632, -2.3044], [-1.8441, 4.7882, -0.8841], [-4.3517, 4.3307, -3.5452], [-3.4729, 2.9866, -4.2850], [-2.9321, 4.6568, -4.5632], [2.7304, -4.9644, 2.6469], [1.4460, -4.4727, 2.0706], [0.3370, -5.1399, 1.6038], [-0.5637, -4.1330, 1.1965], [-0.0444, -2.9273, 1.3877], [1.1753, -3.1589, 1.9245], [-1.9383, -4.2894, 0.6312], [2.7119, -6.0489, 2.7194], [2.8943, -4.5618, 3.6474], [3.5814, -4.6826, 2.0244], [0.1875, -6.2073, 1.5802], [1.7974, -2.3870, 2.1090], [-2.5667, -4.8868, 1.2924], [-1.9175, -4.7905, -0.3389], [-2.4210, -3.3176, 0.5175]],
  "forces_ev_per_a": [[0.78, -0.11, -0.82], [-0.31, 0.08, 0.19], [-0.13, 0.11, 0.13], [-0.03, 0.06, 0.05], [-0.10, 0.04, 0.12], [-0.13, -0.01, 0.18], [-0.03, 0.00, 0.05], [0.04, -0.01, -0.01], [0.00, -0.01, 0.06], [-0.04, 0.01, -0.02], [-0.02, 0.01, 0.04], [0.00, -0.01, 0.01], [0.01, 0.01, 0.00], [-0.01, 0.01, -0.01], [-0.02, 0.00, 0.00], [-0.01, 0.01, -0.01], [-0.01, 0.00, -0.01], [0.02, 0.01, -0.05], [0.01, -0.01, -0.02], [0.01, -0.01, -0.01], [0.03, 0.03, -0.03], [0.00, -0.02, 0.00], [0.02, 0.01, 0.01], [0.02, 0.00, 0.00], [0.00, -0.01, 0.00], [0.00, 0.01, -0.01], [-0.01, -0.02, 0.06], [0.03, -0.02, -0.01], [0.02, 0.02, -0.01], [-0.05, -0.03, -0.01], [0.01, -0.07, 0.00], [-0.04, 0.11, 0.15], [0.02, 0.05, -0.07], [-0.02, 0.04, 0.03], [-0.06, -0.06, -0.04], [0.01, -0.01, 0.00], [0.00, 0.01, -0.01], [0.00, 0.01, 0.00], [-0.01, 0.01, -0.01], [-0.01, 0.04, 0.00], [-0.04, 0.08, 0.14], [0.01, -0.02, -0.01], [-0.02, 0.00, 0.00], [0.00, 0.01, -0.02], [0.00, -0.04, 0.01], [0.01, -0.02, 0.02], [-0.01, 0.03, 0.01], [0.02, -0.05, 0.00], [-0.02, 0.00, 0.03], [-0.05, -0.04, 0.01], [0.01, 0.03, 0.06], [-0.08, -0.13, 0.08], [0.06, -0.03, -0.10], [0.02, 0.04, 0.08], [-0.02, 0.13, -0.11], [0.02, 0.04, -0.04], [-0.01, 0.00, -0.03], [0.00, -0.10, 0.05], [-0.02, 0.00, -0.01], [0.03, -0.02, 0.00], [0.01, 0.02, -0.01], [-0.01, 0.00, 0.02], [-0.03, 0.01, -0.01], [-0.01, 0.01, -0.01], [-0.02, 0.00, -0.07], [0.00, 0.01, 0.01], [-0.01, 0.00, 0.00], [0.01, 0.02, 0.01], [0.01, 0.00, -0.06], [0.02, 0.02, -0.05], [-0.02, 0.02, -0.01], [0.00, -0.01, 0.01], [-0.02, -0.07, -0.07], [-0.01, -0.04, 0.08], [0.03, 0.01, 0.06], [0.14, 0.05, -0.03], [-0.08, -0.04, -0.06], [-0.01, -0.01, 0.01], [0.00, 0.00, 0.00], [0.02, -0.02, 0.01], [-0.01, 0.00, 0.00], [0.01, -0.01, -0.01], [0.00, 0.01, -0.01], [-0.02, 0.00, 0.00], [0.01, 0.01, -0.01], [-0.02, -0.04, 0.00], [-0.10, 0.02, 0.00], [0.21, -0.19, 0.13], [-0.02, -0.05, -0.03], [-0.02, -0.01, 0.00], [0.00, 0.00, 0.00], [-0.01, 0.00, -0.02], [0.00, 0.01, 0.00], [0.00, 0.05, 0.01], [0.00, 0.05, 0.01], [0.02, 0.00, -0.01], [0.00, 0.00, 0.00], [0.01, -0.01, 0.00]]
}